[1]
{
  "formula": "C8H22N2Si",
  "method": "the ωB97M-V functional and the def2-TZVPD basis",
  "elements": ["C", "C", "C", "C", "C", "C", "C", "C", "N", "N", "Si", "H", "H", "H", "H", "H", "H", "H", "H", "H", "H", "H", "H", "H", "H", "H", "H", "H", "H", "H", "H", "H", "H"],
  "coordinates": [[0.889116, -1.910875, 2.802966], [-1.201716, 1.359271, 2.347002], [-1.517452, -0.661361, -2.664819], [-0.066453, 1.267304, -3.286933], [1.138809, -0.767316, 1.913354], [-1.242547, -0.103909, 1.735043], [-0.742312, 0.532999, -2.087374], [-0.127065, -0.621756, 0.899356], [0.779571, 2.056118, -0.245970], [2.166323, -1.334224, -1.717750], [0.465309, 0.414596, -0.672958], [-0.059525, -1.744470, 3.398685], [0.558487, -2.800451, 2.192558], [1.730243, -2.093531, 3.488758], [-1.040059, 2.167432, 1.597651], [-0.363523, 1.391081, 2.955699], [-2.120205, 1.691744, 2.846420], [-0.841997, -0.979646, -3.349719], [-1.631975, -1.497863, -1.943557], [-2.395050, -0.380344, -3.176409], [-0.800734, 1.231954, -4.115081], [0.927919, 0.714341, -3.391200], [0.325550, 2.185841, -2.955218], [2.017223, -0.888547, 1.244147], [1.140556, 0.135649, 2.354833], [-1.431013, -0.756059, 2.624324], [-2.096808, -0.179089, 1.180275], [-1.542688, 1.216340, -1.573571], [-0.346253, -1.597110, 0.564723], [1.006022, 2.715955, -0.893369], [1.211955, 2.234819, 0.617236], [3.188578, -0.997522, -1.803833], [2.021714, -2.001371, -0.885267]],
  "forces_ev_per_angstrom": [[-1.5876, -1.3775, 1.0417], [-0.7468, -0.1254, -2.5405], [0.8393, -0.0563, 3.0918], [0.7199, -2.3520, 1.2040], [-0.9579, -2.0459, -4.6666], [-0.4826, 1.4662, 2.3122], [-1.8590, 1.5999, 0.6179], [3.3382, 1.8693, 0.6497], [-0.7650, -3.0258, 0.9628], [-0.9024, 1.4373, 1.8471], [0.1843, -2.3229, -0.0519], [1.3401, -0.0049, -0.1748], [1.0497, 0.5013, 0.6272], [-0.4222, -0.3582, -0.2527], [-0.0503, -0.7747, 0.0737], [1.3417, 0.3815, 1.7318], [0.2515, -0.6961, 0.2218], [1.7685, -1.7059, -2.4308], [-0.4434, 0.5771, -0.3966], [-1.2314, 0.3489, -0.2466], [1.0781, 0.4958, 0.0768], [-1.4980, 0.1274, -0.9723], [-0.3078, 1.8612, -0.1730], [-0.1253, -0.0187, 0.7989], [0.6856, 3.0266, 1.9681], [0.2372, 0.2730, -0.7877], [-2.6165, -0.1386, -1.4544], [1.2935, -0.7055, -0.8175], [-0.3848, -1.2212, -0.6606], [0.7136, 2.0904, -2.1387], [0.6189, 0.3052, 1.1740], [-2.0853, -0.7317, 0.8860], [1.0060, 1.3001, -1.5210]],
  "lowdin_charge": [-0.122, -0.074, -0.111, -0.123, -0.281, -0.265, -0.500, -0.347, -0.008, -0.154, 0.795, 0.079, 0.099, 0.081, 0.061, 0.028, 0.075, 0.028, 0.086, 0.064, 0.091, 0.086, 0.025, 0.090, 0.041, 0.106, 0.065, 0.126, 0.075, -0.007, 0.024, -0.056, -0.074],
  "multiplicity": 1,
  "e_homo_ha": -0.294,
  "energy_ha": -716.9127,
  "lumo_energy_ev": 0.57
}

---

[2]
{
  "formula": "C6H6O",
  "method": "the ωB97M-V functional and the def2-TZVPD basis",
  "elements": ["C", "C", "C", "C", "C", "C", "O", "H", "H", "H", "H", "H", "H"],
  "coordinates": [[1.115164, -0.329690, 2.060681], [0.802003, -0.041706, -0.465722], [-0.943937, 0.308328, 1.494833], [-0.542348, 0.221799, 0.181240], [2.181725, -0.814002, 1.373655], [-1.605289, 0.406079, -0.865246], [1.931460, -0.515719, 0.039195], [0.845514, -0.552918, 3.161170], [0.920241, 0.426489, -1.485727], [3.193297, -1.115518, 1.560875], [-2.416822, 0.844990, -0.396665], [-1.976674, -0.726490, -1.064607], [-1.403720, 0.820994, -1.895873]],
  "forces_ev_per_angstrom": [[-2.3382, -1.4458, 3.3334], [-0.6741, 0.9372, 1.9853], [4.5883, -1.0986, 0.1382], [2.6435, -0.3240, -2.4025], [-4.1000, 2.1751, 0.9120], [-0.0837, -3.8938, -1.9019], [-0.6565, 1.0967, -3.3087], [1.4011, 0.5464, -1.7181], [0.1529, -1.2256, 0.9634], [0.0479, -0.3610, 0.0130], [-1.7570, 1.2388, 0.5284], [0.5865, 2.4876, 0.0828], [0.1893, -0.1332, 1.3748]],
  "lowdin_charge": [0.006, 0.000, 0.211, -0.453, -0.154, -0.126, -0.040, 0.059, 0.149, 0.103, 0.026, 0.128, 0.091],
  "multiplicity": 1,
  "e_homo_ha": -0.320,
  "energy_ha": -307.1578,
  "lumo_energy_ev": -0.99
}

---

Q: Which ΔE to the lowest compared entry with this formula, charge and spin values were calculated for the entries above? A: 103.95, 191.78, in kcal/mol.